[1]
An isolated molecule of C3H4N2O, computed with ωB97M-V/def2-TZVPD.

Results
Highest occupied orbital energy (eV): -8.18
Kohn-Sham gap (eV): 8.99
Maximum force (eV Å⁻¹): 0.526
ΔE to the lowest compared entry with this formula, charge and spin (kJ/mol): 362.8
SMILES string: NC1=CN1C=O

Structure (XYZ):
```
10
Properties=species:S:1:pos:R:3:lowdin_charge:R:1
N 1.697 -0.142 0.244 0.17
C 0.504 0.459 0.280 -0.37
C -0.367 1.421 0.299 0.06
N -0.814 -0.008 0.628 0.01
C -1.435 -0.801 -0.340 -0.33
O -0.831 -1.505 -1.123 0.03
H 1.715 -1.075 -0.139 0.11
H 2.538 0.407 0.186 0.11
H -0.696 2.374 0.673 0.08
H -2.534 -0.814 -0.251 0.12
```

[2]
An isolated molecule of C3H4N2O, computed with ωB97M-V/def2-TZVPD.

Results
Highest occupied orbital energy (eV): -9.16
Kohn-Sham gap (eV): 9.72
Maximum force (eV Å⁻¹): 0.636
ΔE to the lowest compared entry with this formula, charge and spin (kJ/mol): 276.6
SMILES string: N[C@]1(C=O)C=N1

Structure (XYZ):
```
10
Properties=species:S:1:pos:R:3:lowdin_charge:R:1
N -0.672 1.184 -0.300 0.11
C 0.072 0.018 -0.124 -0.46
C 0.701 -0.102 1.217 -0.22
O 0.249 0.484 2.173 0.05
C 0.313 -0.930 -1.172 -0.11
N -0.466 -1.495 -0.366 0.20
H -1.066 1.545 0.559 0.09
H -1.296 1.226 -1.092 0.09
H 1.522 -0.837 1.300 0.13
H 0.642 -1.092 -2.194 0.11
```

[3]
A 2-piece molecular cluster, C3H4N2O overall, computed with ωB97M-V/def2-TZVPD.

Results
Highest occupied orbital energy (eV): -8.94
Kohn-Sham gap (eV): 9.51
Maximum force (eV Å⁻¹): 0.907
ΔE to the lowest compared entry with this formula, charge and spin (kJ/mol): 174.6
SMILES string: C=C=N.N=C=O

Structure (XYZ):
```
10
Properties=species:S:1:pos:R:3:lowdin_charge:R:1
C -1.806 0.642 -0.596 -0.02
C -1.362 -0.246 0.261 -0.28
N -1.007 -1.089 1.079 0.13
H -2.040 0.349 -1.611 0.06
H -1.881 1.685 -0.312 0.06
H 0.006 -1.235 1.084 0.03
N 2.060 -0.719 0.324 0.17
C 1.797 0.303 -0.280 -0.39
O 1.420 1.206 -0.916 0.16
H 2.812 -0.897 0.968 0.09
```

[4]
An isolated molecule of C3H4N2O, computed with ωB97M-V/def2-TZVPD.

Results
Highest occupied orbital energy (eV): -8.79
Kohn-Sham gap (eV): 9.07
Maximum force (eV Å⁻¹): 0.595
ΔE to the lowest compared entry with this formula, charge and spin (kJ/mol): 523.8
SMILES string: NC1=C[C@@H]1N=O

Structure (XYZ):
```
10
Properties=species:S:1:pos:R:3:lowdin_charge:R:1
N 1.588 -0.207 -0.406 0.12
C 0.320 0.276 -0.363 -0.28
C -0.600 1.179 -0.285 0.06
C -1.110 -0.204 -0.065 -0.23
N -1.211 -0.833 1.250 -0.02
O -0.158 -0.804 1.850 -0.04
H 1.826 -0.877 0.308 0.09
H 2.198 -0.105 -1.198 0.09
H -0.964 2.188 -0.369 0.10
H -1.889 -0.613 -0.722 0.11
```

[5]
C3H4N2O as an isolated structure at a distorted geometry, computed with ωB97M-V/def2-TZVPD.

Results
Highest occupied orbital energy (eV): -9.38
Kohn-Sham gap (eV): 10.13
Maximum force (eV Å⁻¹): 2.497
ΔE to the lowest compared entry with this formula, charge and spin (kJ/mol): 534.2

Structure (XYZ):
```
10
Properties=species:S:1:pos:R:3:lowdin_charge:R:1
N -1.950 -0.282 -0.096 0.07
C -0.573 -0.453 -0.012 -0.28
N 0.114 -1.505 0.081 -0.06
O 1.377 -1.510 0.154 -0.11
C 1.859 0.387 0.090 0.06
C 0.725 0.965 -0.007 -0.01
H -2.368 0.198 0.694 0.09
H -2.285 0.094 -0.976 0.09
H 2.918 0.204 0.163 0.07
H 0.184 1.902 -0.091 0.07
```

[6]
An isolated molecule of C3H4N2O at a distorted geometry, computed with ωB97M-V/def2-TZVPD.

Results
Highest occupied orbital energy (eV): -8.27
Kohn-Sham gap (eV): 9.18
Maximum force (eV Å⁻¹): 3.637
ΔE to the lowest compared entry with this formula, charge and spin (kJ/mol): 97.1
SMILES string: Nc1ncco1

Structure (XYZ):
```
10
Properties=species:S:1:pos:R:3:lowdin_charge:R:1
N 1.946 -0.019 -0.056 0.14
C 0.617 0.088 0.027 -0.53
N -0.113 1.141 -0.031 0.10
C -1.431 0.650 -0.086 -0.14
C -1.400 -0.701 -0.017 -0.11
O -0.059 -1.105 -0.013 0.04
H 2.491 -0.871 -0.184 0.11
H 2.448 0.879 0.221 0.15
H -2.289 1.370 0.086 0.12
H -2.209 -1.432 0.053 0.11
```